No. 1
DFT (the ωB97M-V functional and the def2-TZVPD basis) results for C19H19F7N6O6Pt as an isolated structure in a non-equilibrium geometry.

Computed properties:
**Gap between HOMO and LUMO**: 0.293 hartree
**Net charge**: 0
**HOMO**: -8.37 eV
**Energy relative to the best compared isomer or geometry (same formula, charge and spin)**: 5.8 kcal per mole

```
58
Properties=species:S:1:pos:R:3:nbo_charge:R:1
Pt -1.09 -1.48 1.39 0.99
N -2.52 -2.45 2.49 -0.57
N -3.90 -2.13 2.58 -0.44
C -4.52 -1.34 1.65 0.62
N -5.65 -0.75 2.07 -0.79
N -3.95 -1.29 0.48 -0.43
N -4.43 -0.40 -0.45 0.63
O -3.65 -0.12 -1.33 -0.36
O -5.58 0.04 -0.38 -0.46
H -2.40 -3.43 2.24 0.42
H -2.12 -2.34 3.42 0.41
H -4.28 -2.18 3.50 0.39
H -5.81 -0.64 3.06 0.39
H -6.12 -0.17 1.40 0.45
C 1.14 5.43 -0.90 -0.62
C 0.78 4.36 -1.93 -0.03
C 1.73 4.33 -3.12 -0.40
C 3.12 3.87 -2.69 -0.43
C 3.04 2.56 -1.97 -0.01
C 4.10 1.69 -1.94 -0.23
C 4.00 0.47 -1.28 0.39
F 5.08 -0.34 -1.27 -0.32
C 2.85 0.07 -0.66 -0.25
C 1.75 0.94 -0.67 -0.06
C 0.51 0.53 -0.02 0.50
O 0.44 -0.68 0.36 -0.64
C -0.51 1.50 0.08 -0.33
C -0.33 2.69 -0.58 0.17
N 0.75 3.03 -1.28 -0.33
C 1.85 2.18 -1.31 0.15
C -1.80 1.40 0.86 0.80
O -2.53 2.38 0.90 -0.66
O -2.04 0.31 1.49 -0.74
H 1.20 6.40 -1.37 0.22
H 2.09 5.21 -0.42 0.21
H 0.38 5.47 -0.12 0.23
H -0.23 4.53 -2.29 0.22
H 1.77 5.32 -3.56 0.23
H 1.34 3.64 -3.87 0.22
H 3.58 4.62 -2.04 0.22
H 3.78 3.77 -3.56 0.23
H 5.03 1.94 -2.44 0.23
H 2.78 -0.88 -0.16 0.26
H -1.14 3.41 -0.54 0.26
C 1.81 -3.46 0.44 -0.65
C 0.62 -4.04 1.21 0.11
O -0.08 -3.12 1.95 -0.82
C 1.15 -5.07 2.24 0.96
F 1.68 -6.15 1.65 -0.33
F 2.11 -4.52 3.00 -0.32
F 0.19 -5.50 3.07 -0.32
C -0.31 -4.76 0.20 0.95
F -0.95 -3.86 -0.57 -0.32
F 0.34 -5.58 -0.63 -0.32
F -1.27 -5.48 0.82 -0.33
H 2.40 -2.87 1.14 0.23
H 1.43 -2.81 -0.34 0.24
H 2.43 -4.24 0.00 0.23
```


No. 2
DFT (the ωB97M-V functional and the def2-TZVPD basis) results for one molecule with the formula C8H9NO in a non-equilibrium geometry.

Computed properties:
**Gap between HOMO and LUMO**: 0.342 hartree
**Net charge**: 0
**HOMO**: -8.51 eV
**Energy relative to the best compared isomer or geometry (same formula, charge and spin)**: 66.1 kcal per mole
**SMILES string**: CC(=O)Nc1ccccc1

```
19
Properties=species:S:1:pos:R:3:nbo_charge:R:1
C 0.18 2.79 -1.99 -0.75
C -0.47 1.65 -1.17 0.67
O -1.67 1.52 -1.07 -0.58
N 0.46 0.73 -0.69 -0.61
C 0.11 -0.38 0.12 0.13
C 1.04 -1.46 0.14 -0.22
C 0.84 -2.49 0.96 -0.20
C -0.34 -2.46 1.90 -0.22
C -1.15 -1.42 1.88 -0.19
C -1.00 -0.37 0.99 -0.24
H 0.87 3.63 -1.31 0.23
H -0.50 3.60 -2.55 0.26
H 1.03 2.51 -2.79 0.24
H 1.38 0.92 -0.80 0.39
H 2.14 -1.54 -0.55 0.21
H 1.39 -3.38 0.94 0.21
H -0.47 -3.20 2.48 0.19
H -2.11 -1.25 2.61 0.21
H -1.73 0.58 0.89 0.27
```


No. 3
DFT (the ωB97M-V functional and the def2-TZVPD basis) results for a 2-piece molecular cluster, C4H11NO overall in a non-equilibrium geometry.

Computed properties:
**Gap between HOMO and LUMO**: 0.403 hartree
**Net charge**: 0
**HOMO**: -10.12 eV
**Energy relative to the best compared isomer or geometry (same formula, charge and spin)**: 12.1 kcal per mole
**SMILES string**: CC(N)=O.CC

```
17
Properties=species:S:1:pos:R:3:nbo_charge:R:1
C 2.88 0.44 0.04 -0.73
C 1.87 -0.66 -0.13 0.68
N 1.29 -1.05 1.09 -0.85
O 1.49 -1.13 -1.17 -0.60
H 3.87 -0.02 -0.19 0.24
H 3.13 0.85 1.02 0.22
H 2.59 1.25 -0.66 0.25
H 0.72 -1.87 0.95 0.40
H 1.61 -0.82 2.01 0.40
C -3.02 -0.13 -0.62 -0.61
C -1.89 0.81 -0.08 -0.62
H -2.60 -1.05 -1.02 0.21
H -3.82 -0.33 0.09 0.20
H -3.36 0.43 -1.49 0.21
H -1.10 0.38 0.52 0.21
H -2.40 1.61 0.47 0.20
H -1.26 1.29 -0.83 0.20
```


No. 4
DFT (the ωB97M-V functional and the def2-TZVPD basis) results for a 2-piece molecular cluster, C3H8NS overall in a non-equilibrium geometry.

Computed properties:
**Gap between HOMO and LUMO**: 0.241 hartree
**Net charge**: -1
**HOMO**: -2.36 eV
**Energy relative to the best compared isomer or geometry (same formula, charge and spin)**: 39.4 kcal per mole

```
13
Properties=species:S:1:pos:R:3:nbo_charge:R:1
C 1.78 -1.36 0.22 -0.77
S 1.83 0.49 0.15 -0.72
H 1.36 -1.76 1.13 0.18
H 1.49 -1.83 -0.72 0.17
H 2.85 -1.60 0.30 0.19
C -2.21 0.76 0.78 -0.47
C -1.21 -0.31 -0.95 -0.02
N -2.26 0.31 -0.61 -0.47
H -3.10 1.34 1.00 0.18
H -1.23 1.18 1.05 0.24
H -2.19 -0.13 1.44 0.17
H -0.97 -0.40 -2.01 0.16
H -0.58 -0.83 -0.23 0.16
```


The lowest HOMO belongs to which entry? C4H11NO


Number 4 is which compound? C3H8NS


Among the records above, which one has the lowest energy relative to the best compared isomer or geometry (same formula, charge and spin)? C19H19F7N6O6Pt